# 1
27
Properties=species:S:1:pos:R:3 method="wB97M-V/def2-TZVPD" total_energy_ha=-1414.507821 homo_lumo_gap_ev="5.82 / 8.19" e_above_lowest_kj_mol=341.56
C -5.07 0.44 -0.60
C -3.15 1.88 0.13
C 3.79 0.69 0.90
C 2.62 -1.57 0.81
C 3.76 -0.56 -1.31
C -3.56 0.51 -0.30
C 2.93 -0.19 -0.04
P -1.59 -1.70 -0.19
S -3.03 -0.75 0.97
S 1.35 0.57 -0.37
H -5.70 -0.04 0.10
H -5.41 1.49 -0.87
H -5.07 -0.06 -1.51
H -3.82 1.93 1.08
H -3.49 2.69 -0.49
H -2.09 1.89 0.37
H 3.22 0.79 1.93
H 4.78 0.22 1.19
H 4.03 1.64 0.40
H 2.06 -1.34 1.67
H 3.64 -2.14 0.98
H 1.93 -2.15 0.18
H 4.78 -0.79 -0.99
H 3.51 -1.48 -1.66
H 3.88 0.36 -1.99
H -3.11 0.22 -1.29
H -1.17 -2.53 0.90



# 2
68
Properties=species:S:1:pos:R:3 method="wB97M-V/def2-TZVPD" multiplicity=5 total_energy_ha=-1621.197990 s_squared=6.0129 homo_lumo_gap_ev="8.70 / 6.96" e_above_lowest_kj_mol=3.82 charge=+2
Rh -0.06 -0.57 0.03
C 2.17 -1.11 -2.13
C 1.31 -2.12 -2.89
C -0.16 -1.82 -3.01
C -0.80 -2.05 -4.23
C -2.17 -1.89 -4.33
C -2.88 -1.51 -3.20
C -2.18 -1.30 -2.03
N -0.85 -1.44 -1.93
N 2.02 -1.15 -0.66
C 2.92 -0.14 -0.06
C 2.56 0.11 1.39
C 3.40 0.80 2.25
C 2.99 0.98 3.56
C 1.77 0.48 3.97
C 0.99 -0.20 3.05
N 1.38 -0.37 1.78
C 2.33 -2.49 -0.10
C 1.13 -3.36 0.22
C 1.27 -4.74 0.24
C 0.20 -5.52 0.63
C -1.00 -4.90 0.97
C -1.07 -3.53 0.91
N -0.03 -2.77 0.54
H 1.95 -0.10 -2.46
H 3.22 -1.31 -2.38
H 1.43 -3.12 -2.45
H 1.72 -2.20 -3.89
H -0.21 -2.35 -5.09
H -2.67 -2.06 -5.27
H -3.96 -1.39 -3.22
H -2.70 -0.99 -1.13
H 2.82 0.79 -0.63
H 3.96 -0.47 -0.13
H 4.36 1.16 1.90
H 3.62 1.52 4.26
H 1.42 0.59 4.99
H 0.02 -0.61 3.32
H 2.88 -2.35 0.83
H 3.00 -3.03 -0.78
H 2.22 -5.19 -0.03
H 0.29 -6.60 0.66
H -1.86 -5.47 1.28
H -1.98 -3.00 1.15
N -1.57 0.68 0.67
C -1.59 1.95 0.66
C -2.66 2.77 1.23
C -2.75 4.12 0.90
C -3.78 4.88 1.42
C -4.70 4.30 2.28
C -4.61 2.95 2.62
C -3.59 2.18 2.09
C -0.37 2.52 0.01
C -0.08 2.20 -1.32
C 1.08 2.69 -1.91
C 1.96 3.47 -1.17
C 1.67 3.77 0.16
C 0.51 3.31 0.75
H -2.03 4.57 0.23
H -3.86 5.93 1.16
H -5.50 4.90 2.69
H -5.33 2.51 3.29
H -3.51 1.14 2.35
H -0.80 1.63 -1.90
H 1.27 2.49 -2.95
H 2.85 3.86 -1.63
H 2.36 4.39 0.72
H 0.28 3.57 1.78



# 3
15
Properties=species:S:1:pos:R:3 method="wB97M-V/def2-TZVPD" total_energy_ha=-287.679494 homo_lumo_gap_ev="8.16 / 7.88" e_above_lowest_kj_mol=726.59 charge=+1
C -0.34 -1.42 -0.43
C -1.44 -1.35 0.17
C 0.70 -0.39 -0.51
C -1.77 -0.07 0.62
C -0.09 0.80 0.03
C 1.97 -0.65 0.29
N -1.47 0.95 -0.42
H 0.96 -0.21 -1.56
H -2.24 0.23 1.54
H 0.41 1.67 0.41
H 2.59 -1.37 -0.22
H 1.74 -1.02 1.29
H 2.54 0.28 0.38
H -1.70 0.67 -1.38
H -1.86 1.88 -0.21



# 4
21
Properties=species:S:1:pos:R:3 method="wB97M-V/def2-TZVPD" total_energy_ha=-1658.995225 homo_lumo_gap_ev=9.08 e_above_lowest_kj_mol=8.53 smiles="Clc1ccccc1N=C1SCCS1"
Cl -1.01 2.77 0.10
C -1.76 1.20 -0.09
C -3.10 0.81 0.27
C -3.58 -0.49 0.02
C -2.73 -1.54 -0.32
C -1.48 -1.12 -0.94
C -1.09 0.21 -0.70
N 0.13 0.51 -1.29
C 1.22 0.26 -0.69
S 1.40 -0.65 0.84
C 2.91 0.35 1.17
C 3.72 0.05 -0.01
S 2.72 0.78 -1.27
H -3.85 1.47 0.80
H -4.57 -0.85 0.32
H -3.00 -2.69 -0.31
H -0.50 -1.75 -1.31
H 2.72 1.43 1.45
H 3.36 -0.09 2.10
H 4.74 0.48 0.11
H 3.74 -1.15 -0.24



# 5
52
Properties=species:S:1:pos:R:3 method="wB97M-V/def2-TZVPD" multiplicity=4 total_energy_ha=-9757.271722 s_squared=3.7833 homo_lumo_gap_ev="6.34 / 7.37" e_above_lowest_kj_mol=0.00 charge=+1
V -0.04 -0.06 -0.55
Br 1.92 -2.10 -0.82
C 3.76 -1.61 -0.47
Br 4.35 0.01 -1.29
H 4.34 -2.43 -0.86
H 3.84 -1.52 0.61
Br 0.54 -5.90 4.08
C -0.03 -4.50 2.96
C 0.41 -3.21 3.21
C 0.00 -2.18 2.36
C -0.85 -2.46 1.31
C -1.29 -3.75 1.07
C -0.87 -4.79 1.90
N -1.23 -1.38 0.43
C -2.50 -1.25 0.18
C -2.89 -0.20 -0.73
C -4.20 -0.04 -1.17
C -4.49 0.98 -2.06
C -3.45 1.81 -2.49
C -2.18 1.58 -2.04
N -1.87 0.58 -1.17
H 1.06 -3.00 4.05
H 0.32 -1.16 2.54
H -1.93 -3.97 0.22
H -1.20 -5.80 1.72
H -3.24 -1.90 0.63
H -4.97 -0.70 -0.80
H -5.50 1.13 -2.41
H -3.64 2.62 -3.18
H -1.35 2.19 -2.36
C 0.79 2.53 3.49
C 1.82 1.98 2.75
C 1.53 1.27 1.59
C 0.22 1.08 1.13
C -0.80 1.65 1.91
C -0.52 2.36 3.07
H 1.00 3.09 4.40
H 2.85 2.11 3.07
H 2.37 0.86 1.03
H -1.84 1.53 1.62
H -1.34 2.79 3.65
C 2.54 2.57 -3.77
C 2.28 3.14 -2.54
C 1.54 2.42 -1.61
N 1.08 1.18 -1.87
C 1.34 0.65 -3.08
C 2.06 1.30 -4.05
H 3.12 3.11 -4.51
H 2.63 4.12 -2.28
H 1.32 2.80 -0.63
H 0.95 -0.34 -3.27
H 2.23 0.82 -5.00



# 6
22
Properties=species:S:1:pos:R:3 method="wB97M-V/def2-TZVPD" multiplicity=2 total_energy_ha=-461.394934 s_squared=0.7564 homo_lumo_gap_ev="12.41 / 6.83" e_above_lowest_kj_mol=52.19 charge=+1
C 1.58 -0.03 -1.47
C 0.97 1.27 -0.94
C -0.56 1.42 -1.06
O -1.21 0.87 0.02
C 1.19 -1.32 -0.76
O -0.27 -1.49 -0.76
H 2.67 0.10 -1.46
H 1.39 -0.08 -2.52
H 1.37 2.04 -1.58
H 1.23 1.44 0.10
H -1.01 1.00 -1.99
H -0.81 2.48 -1.08
H -0.95 -0.09 0.10
H 1.41 -1.12 0.28
H 1.62 -2.20 -1.20
H -0.62 -1.56 -1.65
H -0.51 -1.47 1.14
H -0.98 -2.09 2.52
O -0.36 -1.48 2.09
H -1.78 1.05 2.23
H -0.42 0.29 2.23
O -0.83 1.19 2.26